Record 1
C48H48AsCl5FN5O6Rb | wB97M-V/def2-TZVPD

Positions of all 115 atoms, in Å:
Rb -0.1140 -0.0363 3.0450
N -1.4692 -2.8047 1.5679
C -1.4998 -2.5760 0.2464
O -2.5167 -2.6221 -0.4190
C -0.2312 -2.1369 -0.3009
C 0.8769 -3.2005 -0.0415
H -2.3465 -2.9687 2.0841
H -0.5826 -2.7484 2.0698
H -0.0463 -1.1325 0.1289
H -0.3382 -1.9287 -1.3654
H 1.3064 -3.4244 -1.0269
H 0.3656 -4.0536 0.2895
F 0.9909 0.4648 -4.4905
C -0.0169 1.1642 -3.8412
C -0.0724 1.0412 -2.4669
C -1.1292 1.7066 -1.8024
C -1.2513 1.6388 -0.3357
O -0.3652 1.0898 0.2935
C -2.4199 2.3445 0.3027
C -3.1966 3.0230 -0.5172
N -3.1013 3.0999 -1.8770
C -4.0587 3.8303 -2.6463
C -4.8668 4.8946 -1.9991
C -3.7476 5.2329 -2.9821
C -2.1211 2.4032 -2.5359
C -1.9319 2.5190 -3.9053
C -0.9254 1.9267 -4.5626
N -0.8719 2.2284 -5.9823
C 0.5087 2.5639 -6.3595
C 0.4968 3.0855 -7.7634
N -0.1614 2.2186 -8.7216
C -1.4700 1.8098 -8.2286
C -1.4865 1.2530 -6.8375
C -2.6768 2.3865 1.8472
O -3.2135 3.4277 2.2420
O -2.3953 1.2907 2.4222
H 0.6119 0.4006 -1.9060
H -4.0218 3.5806 -0.1045
H -4.5672 3.2151 -3.4159
H -4.6819 5.1358 -0.9574
H -5.9160 5.0570 -2.2127
H -2.8968 5.6507 -2.4369
H -4.0143 5.7002 -3.9187
H -2.5732 3.1350 -4.4767
H 1.2462 1.7155 -6.3033
H 0.9299 3.2899 -5.6965
H 1.5307 3.1731 -8.1546
H 0.1080 4.1529 -7.8748
H 0.3246 1.4594 -8.8799
H 2.3680 -8.0006 -9.7401
H -1.8623 1.0396 -8.9051
H -2.1315 2.6638 -8.2617
H -0.9535 0.2586 -6.8072
H -2.5355 1.0888 -6.5535
Cl 1.7807 -0.4566 6.9682
C 2.2182 1.0059 6.1258
C 1.6617 1.2652 4.8707
C 2.1172 2.5031 4.3627
Cl 1.6393 2.9526 2.7498
C 2.9680 3.3909 4.9975
Cl 3.4301 4.8622 4.2011
C 3.3745 3.1480 6.2982
Cl 4.3696 4.2593 7.1873
C 2.9852 1.9395 6.8745
Cl 3.4548 1.6130 8.4833
O 0.9909 -2.5645 2.5831
As 2.1862 -2.5480 1.3587
C 3.1408 -4.3114 1.0764
C 3.4412 -4.9254 -0.1383
C 3.4402 -6.2900 -0.2789
C 3.2512 -7.0907 0.8198
C 2.9524 -6.5302 2.0550
C 2.9661 -5.1465 2.1722
C 3.6822 -2.0359 2.6340
C 4.9644 -2.1152 2.1239
C 6.0784 -1.6844 2.8267
C 5.8941 -1.1682 4.1149
C 4.5845 -1.1642 4.6549
C 3.4981 -1.5269 3.9055
C 2.5873 -0.9960 0.2064
C 2.7513 0.2354 0.7764
C 3.2057 1.3824 0.0893
C 3.5484 1.2171 -1.2319
C 3.3027 -0.0237 -1.8931
C 2.8318 -1.1062 -1.1990
H 3.6025 -4.2602 -0.9802
H 3.5716 -6.7823 -1.2183
H 3.2808 -8.1743 0.7121
H 2.8237 -7.1298 2.9418
H 2.8876 -4.7581 3.2056
H 5.0629 -2.6318 1.1298
H 7.1223 -1.8100 2.5005
H 6.7776 -0.8512 4.7291
H 4.4175 -0.9087 5.6927
H 2.5049 -1.3157 4.3583
H 2.6922 0.2685 1.8620
H 3.5055 2.2499 0.6516
H 3.9613 1.9812 -1.8989
H 3.4971 -0.1106 -2.9511
H 2.5885 -2.0634 -1.6869
C -4.3368 -1.2231 3.0448
N -5.5673 -1.1830 3.8187
C -6.0554 -2.5037 4.1141
C -6.3123 -0.0715 3.7955
C -5.6332 1.1285 3.2004
O -7.4376 0.1082 4.2303
H -3.9158 -2.2734 3.0572
H -3.5096 -0.6020 3.4529
H -4.4743 -0.8903 1.9819
H -7.0281 -2.4306 4.6025
H -5.3956 -3.1154 4.7292
H -6.2289 -2.9951 3.1690
H -5.7578 1.0717 2.1080
H -4.5854 1.4000 3.3904
H -6.2414 2.0588 3.5572

Calculated values
- charge = -1
- maximum force (Eh/bohr) = 0.1161
- Kohn-Sham gap (spin up / spin down) (eV) = 4.0 / 6.8
- lowest unoccupied orbital energy (spin up / spin down) (eV) = -1.41 / 1.42
- DFT total energy (eV) = -197108.0118
- energy above the lowest of the compared OMol25 structures with the same formula, charge and spin (kcal/mol) = 57.5


Record 2
C48H48BrCdN8O2S | wB97M-V/def2-TZVPD

Positions of all 109 atoms, in Å:
Cd 6.7515 4.4825 21.1855
O 8.3511 7.0050 16.2708
C 8.2404 7.8921 17.3007
C 8.1246 9.2797 17.0481
C 8.2891 10.2215 18.0374
C 8.4160 9.8544 19.3331
C 8.5494 8.5143 19.6536
C 8.4100 7.4984 18.6203
C 8.5335 6.0361 18.9333
O 8.1729 5.7081 20.2102
N 9.8813 5.6404 18.6352
N 10.0532 4.3205 18.7012
C 11.1154 3.7662 19.0546
C 11.1493 2.2905 19.1369
Br 9.5742 1.5851 20.0055
C 12.1363 1.4230 18.7906
C 13.4373 1.8667 18.2593
C 14.5164 1.0611 18.5576
C 15.7748 1.3041 18.1229
C 16.0162 2.4673 17.4180
C 14.9253 3.2899 17.0676
C 13.6448 3.0077 17.4697
H 8.9122 6.3186 16.6043
H 8.0684 9.6181 15.9594
H 8.0967 11.2661 17.8135
H 8.5351 10.5535 20.1205
H 8.8886 8.2368 20.6448
H 7.9209 5.4869 18.2049
H 10.6142 6.1572 19.0906
H 11.9714 4.3595 19.0994
H 11.9846 0.3525 19.0799
H 14.3177 0.1094 19.0028
H 16.4900 0.5409 18.2816
H 17.0370 2.7633 17.1009
H 15.1229 4.1780 16.5380
H 12.8020 3.5373 17.1183
N 8.2057 6.1733 24.9005
C 9.5038 5.9788 24.4584
C 10.6284 6.6299 24.8791
C 11.7821 6.5072 24.0446
C 11.7342 5.7230 22.9089
C 10.5658 5.0253 22.4820
C 9.4604 5.1887 23.3091
N 8.0945 4.9293 23.0958
C 7.3970 5.5151 24.0563
C 5.8923 5.3956 24.0310
C 5.0392 5.7521 25.0379
S 3.4525 5.6974 24.5804
C 3.9729 5.1413 23.0726
N 5.2803 5.0981 22.8879
H 7.8713 6.5638 25.8161
H 10.7067 7.2797 25.7289
H 12.5510 7.1478 24.3065
H 12.6286 5.5657 22.2465
H 10.5021 4.4947 21.5589
H 5.1599 6.0271 26.0589
H 3.2301 4.7087 22.4643
C 5.7087 8.0106 21.2369
C 4.2503 8.0939 21.3303
C 3.5208 9.1208 21.9287
C 2.1930 9.1738 22.0406
C 1.4501 8.1796 21.4774
C 2.0543 7.0748 20.9055
C 1.1968 6.0150 20.3267
C 3.4648 7.0501 20.7510
N 3.9817 5.8360 20.1672
C 4.5086 5.7271 19.0013
C 4.6503 6.9699 18.1935
C 4.7957 4.3631 18.4359
C 4.1623 3.9750 17.1443
N 5.5142 3.5977 19.1884
C 5.6009 2.2103 18.8654
C 4.6613 1.3597 19.4814
C 3.6698 1.8440 20.5205
C 4.5834 0.1017 18.9212
C 5.3903 -0.3021 17.8753
C 6.2766 0.5610 17.3293
C 6.4324 1.8279 17.8214
C 7.3825 2.7141 17.1676
H 6.2127 8.4328 22.1221
H 6.0210 8.8087 20.5184
H 6.1543 7.0721 20.8645
H 4.1367 9.9090 22.4247
H 1.7585 10.0887 22.3804
H 0.3911 8.1308 21.5238
H 0.2606 5.9687 20.8946
H 1.7766 5.1062 20.4579
H 0.8893 6.1982 19.2776
H 5.0173 7.7787 18.8075
H 3.7534 7.2036 17.6583
H 5.4148 6.7155 17.4090
H 4.7115 4.4483 16.3058
H 3.1976 4.3735 17.1199
H 4.1709 2.9373 16.9165
H 3.2428 0.9611 21.0176
H 2.8152 2.3950 20.1133
H 4.2048 2.4577 21.2591
H 3.8181 -0.5543 19.3117
H 5.1660 -1.2549 17.4603
H 6.9200 0.1799 16.5594
H 6.9827 3.2570 16.2303
H 8.2339 2.1675 16.8366
H 7.6786 3.4538 17.8911
C 6.7192 -0.3240 22.1092
C 6.4698 1.1277 22.1970
N 6.5952 2.2711 22.2393
H 7.5110 -0.2758 21.2285
H 5.8483 -0.9946 21.7947
H 7.1744 -0.6762 23.0001

Calculated values
- charge = +1
- maximum force (Eh/bohr) = 0.0843
- Kohn-Sham gap (eV) = 7.8
- lowest unoccupied orbital energy (eV) = -2.19
- DFT total energy (eV) = -152005.3961
- energy above the lowest of the compared OMol25 structures with the same formula, charge and spin (kcal/mol) = 51.9


Record 3
C48H48Cl2F5N3O3S | wB97M-V/def2-TZVPD

Positions of all 110 atoms, in Å:
C -2.5911 -2.3846 3.6045
C -4.0121 -2.1469 2.9029
O -4.9388 -2.9872 3.1172
N -4.3460 -0.9966 2.0008
C -4.0769 -1.5534 0.6081
C -3.3050 0.0348 2.3428
N -2.2071 0.1489 1.4374
C -1.3310 1.1806 1.9334
C -0.0559 1.5084 1.0416
C 1.0152 2.5637 1.4548
C 0.8582 3.3578 2.8119
C 2.0226 4.3880 3.1945
C 3.3763 3.4881 3.3596
C 3.2015 2.3009 4.4399
C 2.8332 0.8699 3.7944
S 3.4528 -0.5901 4.7578
O 2.2375 -1.4102 5.1772
O 4.2520 -0.2321 5.9841
Cl 4.5192 -1.7825 3.3926
C -0.4083 3.0768 3.6662
C -1.4921 2.0024 3.2353
N -2.6246 1.8351 4.1130
C -3.5508 0.8568 3.6469
C -4.8808 0.6348 4.5416
C -6.2317 0.9403 3.7304
C -7.5756 0.9473 4.6206
Cl -7.3252 0.6584 6.4145
H -2.5699 -3.4748 3.9636
H -2.3857 -1.6725 4.4830
H -1.7757 -2.2988 2.7956
H -4.0201 -0.7429 -0.1925
H -4.9555 -2.2789 0.3942
H -3.1319 -2.2011 0.6323
H 0.1301 0.9708 0.0382
H 1.9387 2.7784 0.8114
H 1.8275 4.9816 4.1599
H 2.1747 5.0847 2.2995
H 3.5539 3.0121 2.3311
H 4.3003 4.1256 3.6120
H 2.3878 2.6455 5.1904
H 4.1796 2.2319 5.0532
H 1.6766 0.8108 3.7875
H 3.1435 0.8135 2.6862
H -0.5847 3.6444 4.6387
H -4.7893 1.3278 5.4660
H -4.8619 -0.4378 4.9806
H -6.1052 1.9710 3.2286
H -6.4273 0.2077 2.8576
H -8.1561 1.9058 4.3680
H -8.2454 0.0798 4.2452
F 3.3486 -4.2516 -3.3526
C 3.6901 -4.0527 -2.0689
C 3.9248 -5.1464 -1.2494
C 4.2833 -4.9403 0.0793
C 4.3926 -3.6430 0.5757
C 4.1500 -2.5528 -0.2545
C 3.8021 -2.7570 -1.5856
H 3.8268 -6.1483 -1.6513
H 4.4766 -5.7886 0.7273
H 4.6681 -3.4831 1.6138
H 4.2316 -1.5433 0.1355
H 3.6183 -1.9191 -2.2475
F -4.6450 -3.8961 -2.6600
C -3.4318 -4.3656 -2.3304
C -2.5186 -3.5216 -1.7180
C -1.2623 -4.0090 -1.3714
C -0.9299 -5.3326 -1.6511
C -1.8535 -6.1700 -2.2711
C -3.1137 -5.6860 -2.6079
H -2.7915 -2.4930 -1.5159
H -0.5428 -3.3586 -0.8846
H 0.0520 -5.7110 -1.3844
H -1.5917 -7.1996 -2.4920
H -3.8480 -6.3261 -3.0828
F 4.5598 0.3877 -8.2223
C 4.6040 -0.3781 -7.1207
C 3.6357 -1.3519 -6.9288
C 3.6846 -2.1488 -5.7890
C 4.6948 -1.9553 -4.8495
C 5.6590 -0.9713 -5.0506
C 5.6169 -0.1819 -6.1950
H 2.8526 -1.4821 -7.6667
H 2.9366 -2.9188 -5.6322
H 4.7295 -2.5728 -3.9610
H 6.4429 -0.8192 -4.3157
H 6.3643 0.5830 -6.3718
F -5.7032 1.0951 1.1124
C -6.0324 1.8210 0.0317
C -5.0500 2.1574 -0.8869
C -5.3916 2.9052 -2.0093
C -6.7096 3.3170 -2.1945
C -7.6867 2.9775 -1.2627
C -7.3479 2.2204 -0.1457
H -4.0279 1.8349 -0.7215
H -4.6323 3.1675 -2.7385
H -6.9744 3.9042 -3.0682
H -8.7118 3.3025 -1.4063
H -8.0972 1.9394 0.5853
F 3.4152 2.4080 -2.7170
C 4.3917 3.1700 -3.2354
C 5.5144 3.4503 -2.4719
C 6.5288 4.2357 -3.0108
C 6.4037 4.7407 -4.3031
C 5.2694 4.4568 -5.0589
C 4.2601 3.6625 -4.5246
H 5.5905 3.0554 -1.4652
H 7.4151 4.4548 -2.4247
H 7.1935 5.3570 -4.7211
H 5.1716 4.8541 -6.0638
H 3.3745 3.4242 -5.1020

Calculated values
- maximum force (Eh/bohr) = 0.1257
- Kohn-Sham gap (eV) = 7.7
- lowest unoccupied orbital energy (eV) = -1.07
- SMILES = CC(=O)N(C)c1nc2ccc(CCCCS(=O)(=O)Cl)cc2nc1CCCCl.Fc1ccccc1.Fc1ccccc1.Fc1ccccc1.Fc1ccccc1.Fc1ccccc1
- DFT total energy (eV) = -110626.1561


Record 4
C48H49CaN6O4 | wB97M-V/def2-TZVPD

Positions of all 108 atoms, in Å:
Ca -0.6635 -0.1699 -0.2726
C 4.4594 -1.9644 3.2948
C 4.7268 -0.7343 2.4745
C 6.0343 -0.3823 2.1673
C 6.3270 0.7477 1.4220
C 5.2868 1.5574 0.9911
C 3.9678 1.2504 1.2863
C 2.8657 2.1779 0.8416
C 3.6622 0.0722 2.0146
N 2.3385 -0.1505 2.3352
C 1.6448 -1.2607 2.2892
O 1.9149 -2.4078 1.8603
C 0.2721 -0.9832 2.8813
C -0.1243 -1.4183 4.1383
C -1.3005 -0.9228 4.6730
C -2.0434 0.0016 3.9546
C -1.6273 0.3229 2.6732
N -0.5169 -0.1974 2.1359
C -2.3233 1.2764 1.7312
O -2.2943 0.9135 0.5050
N -2.8793 2.3684 2.1262
C -2.8121 2.8889 3.4070
C -1.5983 3.2756 4.0130
C -0.2753 3.1193 3.3055
C -1.6266 3.8496 5.2791
C -2.8190 4.0764 5.9443
C -4.0162 3.7496 5.3216
C -4.0301 3.1779 4.0604
C -5.3192 2.8629 3.3533
H 5.3728 -2.5514 3.4012
H 3.6915 -2.5813 2.8274
H 4.1039 -1.6943 4.2941
H 6.8422 -1.0182 2.5146
H 7.3566 1.0026 1.1996
H 5.5063 2.4518 0.4150
H 2.9971 2.4786 -0.2001
H 2.8581 3.0844 1.4534
H 1.9038 1.6861 0.9577
H 0.4956 -2.1149 4.6857
H -1.6284 -1.2353 5.6566
H -2.9341 0.4543 4.3672
H 0.3175 4.0297 3.4156
H -0.4152 2.9359 2.2421
H 0.3127 2.2916 3.7099
H -0.6887 4.1301 5.7474
H -2.8216 4.5215 6.9319
H -4.9547 3.9508 5.8274
H -6.1637 3.3655 3.8266
H -5.5181 1.7885 3.3392
H -5.2454 3.1820 2.3129
O 7.7617 -2.0911 -2.8800
C 6.8558 -2.4752 -1.9438
O 7.1505 -3.3554 -1.1849
C 5.5404 -1.7811 -1.9423
C 4.5820 -2.2174 -1.0271
C 3.3229 -1.6615 -0.9811
C 2.9745 -0.6405 -1.8669
C 3.9521 -0.1630 -2.7512
C 5.2098 -0.7247 -2.7911
N 1.7109 -0.0553 -1.8171
C 1.1898 0.4135 -2.8823
C 0.0966 1.3728 -2.8593
C -0.2917 2.0148 -4.0341
C -1.1836 3.0685 -3.9682
C -1.6692 3.4583 -2.7306
C -1.2675 2.7433 -1.6114
N -0.4172 1.7258 -1.6695
H 7.4079 -1.3758 -3.4159
H 4.8598 -3.0048 -0.3394
H 2.6064 -2.0158 -0.2477
H 3.7290 0.6916 -3.3783
H 5.9304 -0.3022 -3.4833
H 1.6004 0.1684 -3.8655
H 0.1366 1.7058 -4.9787
H -1.4878 3.5867 -4.8680
H -2.3521 4.2895 -2.6311
H -1.6539 2.9882 -0.6284
C -4.9498 1.5317 -2.5278
C -4.3457 0.1978 -2.8893
C -4.9618 -0.6152 -3.8469
C -4.3674 -1.8209 -4.1931
C -5.0112 -2.7011 -5.2364
C -3.1971 -2.2422 -3.5711
C -2.6002 -1.5068 -2.5113
C -3.1973 -0.2344 -2.2710
N -1.5680 -1.8466 -1.7054
C -0.9440 -3.1709 -1.6326
C -0.6410 -3.3956 -0.1412
C 0.3694 -3.1647 -2.4264
C -1.7590 -4.3999 -2.0906
H -6.0294 1.4340 -2.4007
H -4.7724 2.2647 -3.3205
H -4.5208 1.9120 -1.5996
H -5.8949 -0.3064 -4.3077
H -5.8735 -2.2023 -5.6796
H -5.3520 -3.6383 -4.7904
H -4.3067 -2.9518 -6.0325
H -2.7609 -3.1617 -3.9264
H -2.7523 0.3864 -1.5075
H 0.0198 -2.6217 0.2619
H -0.1527 -4.3571 0.0231
H -1.5804 -3.3782 0.4156
H 1.0011 -2.3636 -2.0648
H 0.1625 -2.9939 -3.4864
H 0.9177 -4.1057 -2.3175
H -2.8036 -4.3232 -1.7875
H -1.3320 -5.2908 -1.6245
H -1.7101 -4.5518 -3.1675

Calculated values
- charge = -1
- maximum force (Eh/bohr) = 0.0335
- Kohn-Sham gap (eV) = 4.8
- lowest unoccupied orbital energy (eV) = 0.80
- DFT total energy (eV) = -86147.1345


The highest maximum force belongs to which entry? C48H48Cl2F5N3O3S


What is the maximum force in the first record? 0.1161 Eh/bohr


Which of these has the highest DFT total energy? C48H49CaN6O4